The following is a DFT calculation (ωB97M-V/def2-TZVPD) of the ion C4H13N2S2 with charge +1.

Structure (XYZ):
```
21
Properties=species:S:1:pos:R:3
C -1.0009 -0.2940 -2.6018
N 0.3167 -0.0109 -1.9706
C 0.3237 1.0090 -0.8853
C 0.4134 0.2155 0.5210
N 0.4088 -1.3048 0.2643
C -0.6205 0.5118 1.4936
S -0.5233 -0.6675 2.8781
S 0.2925 0.3201 4.3764
H -1.7864 -0.6559 -1.9146
H -1.4401 0.5804 -3.0701
H -0.6565 -1.0269 -3.2805
H 1.0582 0.1435 -2.6341
H 1.2214 1.6657 -1.2691
H -0.3816 1.8244 -0.8521
H 1.4533 0.5337 0.7750
H -0.2718 -1.8125 0.8164
H 1.5036 -1.6604 0.4117
H 0.2579 -1.5512 -0.7976
H -1.6464 0.4460 1.2494
H -0.5113 1.6170 1.8723
H 1.5892 0.1167 4.6175
```

2S+1 = 1
Relative energy (zero: lowest compared OMol25 entry of this formula, charge and spin) = 67.92 kcal per mole
Frontier orbital gap = 9.232 eV
Charge = +1
Structure (SMILES) = CNC[C@H]([NH3+])CSS
HOMO = -12.7 eV
E_tot = -29000.93171 eV


The following is a DFT calculation (ωB97M-V/def2-TZVPD) of a structure of composition C40H38As2ClN7O10STi.

Structure (XYZ):
```
100
Properties=species:S:1:pos:R:3
Ti 0.5482 -0.7780 -0.7670
C 3.7356 -1.0708 -5.2885
N 2.3849 -1.6430 -5.1397
C 1.6476 -2.2397 -6.1602
C 0.4894 -2.6386 -5.6384
N 0.5101 -2.2826 -4.2685
C 1.6906 -1.6581 -4.0084
S 2.2723 -0.8951 -2.6036
C -0.4590 -2.7272 -3.3402
C -1.3279 -3.7292 -3.7564
C -2.3027 -4.2112 -2.9116
C -2.3891 -3.6879 -1.6271
C -1.5016 -2.7116 -1.2854
N -0.5382 -2.2037 -2.1037
H 4.0980 -1.3075 -6.2818
H 4.4038 -1.5038 -4.5488
H 3.7028 0.0098 -5.1642
H 2.0147 -2.3140 -7.1724
H -0.3549 -3.0753 -6.1402
H -1.2251 -4.1642 -4.7367
H -2.9734 -4.9935 -3.2461
H -3.1210 -4.0304 -0.9071
H -1.5665 -2.2968 -0.2835
O 6.9871 -2.7315 2.8975
N 5.8726 -3.1524 2.7070
O 5.4165 -4.2084 3.1119
C 4.9469 -2.2851 1.9199
C 5.2046 -0.9703 1.9246
C 4.3379 -0.0607 1.2378
C 4.6195 1.3145 1.1137
C 3.7914 2.1013 0.3560
C 2.6566 1.5393 -0.2198
N 2.3199 0.2623 -0.0525
C 3.1950 -0.5502 0.6249
C 2.9546 -1.9534 0.5906
N 1.8788 -2.3529 -0.1375
C 1.7076 -3.6538 -0.3417
C 2.5465 -4.6166 0.2069
C 3.5972 -4.2289 0.9977
C 3.8357 -2.8500 1.1998
H 6.0810 -0.6011 2.4404
H 5.5043 1.7251 1.5884
H 3.9962 3.1495 0.1905
H 2.0178 2.1567 -0.8244
H 0.8697 -3.9518 -0.9525
H 2.3616 -5.6648 0.0037
H 4.2407 -4.9661 1.4502
C -3.7964 -1.2270 4.2284
O -3.7530 -0.1691 3.2234
C -3.2322 -0.4374 2.0544
O -2.6507 -1.4661 1.7537
C -3.4306 0.6528 1.0432
C -3.7074 1.9349 1.3310
As -2.4421 2.6424 2.6569
C -3.0010 4.4957 2.8312
C -1.1947 2.7550 1.0211
C -1.2298 2.0280 -0.0942
As -2.2883 0.3060 -0.4718
C -3.1197 0.4320 -2.2141
C -0.3953 1.9925 -1.2805
O 0.1663 0.8439 -1.5470
O -0.3899 2.8056 -2.2381
C -1.0548 4.1310 -2.1908
C 0.0030 3.6747 1.1831
O 0.8444 3.8260 0.3252
O 0.0423 4.2107 2.3816
C 1.1326 5.1478 2.6616
C -4.2537 2.8989 0.2890
O -3.8971 2.9392 -0.8659
O -5.1529 3.6666 0.8501
C -5.9197 4.6058 0.0256
H -4.6078 -0.9618 4.8917
H -2.8558 -1.2475 4.7722
H -3.9782 -2.1851 3.7551
H -4.0396 4.4749 3.1563
H -2.9178 5.0712 1.9128
H -2.3925 4.9424 3.6102
H -3.8059 1.2621 -2.2500
H -3.6488 -0.5083 -2.3513
H -2.3457 0.5229 -2.9737
H -0.4465 4.7743 -2.8112
H -1.0981 4.4973 -1.1768
H -2.0468 4.0095 -2.6094
H 1.0313 5.4071 3.7067
H 1.0238 6.0267 2.0339
H 2.0878 4.6713 2.4683
H -5.6119 5.6088 0.3003
H -6.9613 4.4557 0.2795
H -5.7438 4.4212 -1.0263
Cl -0.6093 -4.1170 3.7781
C -0.2331 -2.5450 3.2358
C -0.0123 -1.5023 4.1212
C 0.2716 -0.2493 3.6011
C 0.3573 -0.0866 2.2377
N 0.1564 -1.1026 1.3746
C -0.1518 -2.3068 1.8846
H -0.0624 -1.6727 5.1911
H 0.4349 0.5991 4.2528
H 0.6051 0.8734 1.8178
H -0.3561 -3.1212 1.2067
```

2S+1 = 1
Frontier orbital gap = 6.277 eV
Charge = +4
HOMO = -18.4 eV
E_tot = -241113.82732 eV